{
  "formula": "C37H66BaN6O4Si",
  "method": "the ωB97M-V functional and the def2-TZVPD basis",
  "elements": ["Ba", "C", "C", "C", "C", "C", "C", "C", "N", "C", "C", "C", "C", "C", "C", "O", "C", "C", "C", "C", "C", "C", "C", "C", "C", "O", "C", "C", "C", "C", "C", "C", "H", "H", "H", "H", "H", "H", "H", "H", "H", "H", "H", "H", "H", "H", "H", "H", "H", "H", "H", "H", "H", "H", "H", "H", "H", "H", "H", "H", "H", "H", "H", "H", "H", "H", "H", "H", "H", "H", "H", "H", "C", "N", "C", "C", "N", "N", "C", "N", "N", "H", "H", "H", "H", "H", "H", "H", "H", "H", "H", "H", "C", "Si", "C", "C", "O", "H", "H", "H", "H", "H", "H", "H", "H", "H", "C", "C", "O", "H", "H", "H", "H", "H", "H"],
  "coordinates": [[-0.634866, -0.122836, -0.035376], [5.239404, 3.531409, 3.457274], [3.936152, 3.835510, 4.198259], [3.709618, 5.355013, 4.160615], [4.095150, 3.380633, 5.657221], [2.736062, 3.127009, 3.582620], [2.837236, 2.299746, 2.503570], [1.695992, 1.698047, 1.902858], [1.725757, 0.927141, 0.810984], [2.754468, 0.219760, 0.325919], [3.916495, -0.132327, 1.067854], [4.973845, -0.773873, 0.497282], [4.914333, -1.049863, -0.903487], [3.805436, -0.840121, -1.668087], [2.612821, -0.278328, -1.048206], [1.525975, -0.205191, -1.677689], [3.760127, -1.262478, -3.138270], [3.381685, -0.075219, -4.041827], [2.746994, -2.407928, -3.288560], [5.118685, -1.774134, -3.629255], [6.193853, -1.231686, 1.286408], [6.061601, -0.927082, 2.779891], [7.443890, -0.515274, 0.754566], [6.366546, -2.749629, 1.120294], [0.357517, 2.042412, 2.413507], [-0.683039, 1.616335, 1.857961], [0.288873, 2.874862, 3.605549], [1.443015, 3.359116, 4.143610], [-1.078903, 3.196866, 4.208502], [-1.797659, 1.895052, 4.602299], [-0.957195, 4.053872, 5.473443], [-1.925969, 3.990429, 3.198064], [6.065125, 4.052944, 3.943119], [5.460910, 2.463583, 3.475517], [5.196794, 3.862832, 2.418393], [4.567783, 5.868315, 4.598886], [3.587963, 5.701440, 3.133033], [2.820784, 5.644794, 4.722351], [4.933880, 3.900587, 6.124215], [3.199805, 3.592496, 6.242568], [4.283953, 2.306864, 5.702296], [3.790933, 2.158053, 2.021417], [3.892383, 0.052432, 2.130671], [5.790743, -1.490487, -1.356633], [2.405942, 0.324579, -3.781204], [4.121866, 0.721494, -3.940307], [3.369151, -0.391783, -5.087762], [1.779288, -2.126113, -2.877524], [2.631592, -2.682161, -4.340258], [3.095827, -3.287183, -2.743917], [5.892833, -1.011643, -3.520826], [5.429752, -2.673062, -3.094505], [5.047231, -2.028491, -4.687727], [5.979096, 0.145896, 2.956143], [5.189442, -1.424641, 3.207260], [6.945629, -1.288390, 3.307189], [7.353602, 0.564910, 0.881988], [8.323321, -0.854521, 1.305736], [7.607836, -0.721962, -0.303639], [5.479588, -3.276585, 1.475502], [6.528353, -3.021814, 0.076726], [7.227415, -3.094961, 1.696202], [1.385917, 3.991373, 5.017700], [-1.198039, 1.341226, 5.327416], [-2.762223, 2.123342, 5.060878], [-1.969805, 1.263721, 3.733824], [-0.383655, 3.539247, 6.247020], [-0.489430, 5.018757, 5.266517], [-1.953965, 4.248450, 5.870765], [-2.078010, 3.421972, 2.283975], [-2.897875, 4.224515, 3.638143], [-1.428767, 4.931198, 2.950391], [-2.995795, 1.975715, -5.476593], [-2.077913, 2.251299, -4.378987], [-1.839586, 3.651525, -4.103102], [-1.810418, 1.325501, -3.405725], [-1.474455, 1.578584, -2.196721], [-1.833663, 0.008674, -3.861510], [-1.898159, -1.104968, -3.017534], [-0.997154, -2.086804, -3.375080], [-2.763413, -1.185063, -2.086821], [-2.497631, 2.100940, -6.440193], [-3.842934, 2.664564, -5.432209], [-3.382823, 0.963897, -5.400188], [-1.797953, 4.186309, -5.050405], [-0.881703, 3.772951, -3.598588], [-2.629490, 4.098640, -3.488158], [-1.571453, 2.556544, -1.952620], [-1.415858, -0.166633, -4.761430], [-0.072736, -1.747617, -3.608104], [-0.964244, -2.868360, -2.733999], [-2.611403, -2.036905, -1.544602], [0.654403, -2.040272, 2.948723], [-0.659525, -2.996447, 1.937047], [-2.331262, -2.669108, 2.790071], [-0.268719, -4.852666, 2.083765], [-0.662976, -2.471885, 0.438633], [0.741327, -2.392399, 3.979690], [0.408784, -0.972265, 3.004102], [1.639601, -2.135774, 2.481947], [-2.343785, -2.992612, 3.833743], [-3.138515, -3.190405, 2.270087], [-2.564953, -1.600003, 2.770861], [-0.196520, -5.180525, 3.123346], [0.679091, -5.080682, 1.591148], [-1.047612, -5.444626, 1.597867], [-5.652682, 1.306190, 0.008076], [-4.173544, 1.527130, 0.278263], [-3.436746, 0.318008, 0.243301], [-6.194270, 2.252170, 0.047829], [-6.075574, 0.629225, 0.750177], [-5.796564, 0.867392, -0.981363], [-4.026349, 1.944500, 1.274885], [-3.768685, 2.245293, -0.446318], [-3.568111, -0.119098, -0.617844]],
  "forces_ev_per_a": [[-0.46, 0.15, -0.47], [-0.12, -0.01, 0.03], [0.03, 0.09, 0.03], [0.02, -0.06, 0.03], [-0.02, 0.02, -0.07], [0.36, -0.29, -0.39], [0.24, 0.31, 0.50], [-0.23, 0.02, -0.07], [0.20, -0.21, 0.04], [-0.26, 0.42, -0.03], [0.61, -0.20, 0.06], [-0.27, 0.28, 0.56], [-0.39, 0.14, -0.14], [0.45, -0.21, -0.15], [-0.42, 0.02, -0.19], [0.20, 0.15, 0.29], [0.01, 0.01, -0.08], [-0.01, -0.04, 0.14], [-0.02, -0.02, -0.02], [-0.07, 0.01, 0.07], [0.03, -0.05, 0.02], [-0.02, -0.05, -0.14], [-0.04, -0.05, 0.05], [-0.01, 0.07, 0.00], [0.27, 0.09, -0.14], [0.12, 0.03, 0.10], [-0.05, 0.15, 0.29], [-0.21, -0.20, -0.29], [-0.11, 0.04, 0.04], [0.03, 0.03, -0.09], [0.05, -0.08, -0.09], [0.08, -0.06, 0.04], [0.01, 0.01, 0.01], [0.04, -0.03, -0.02], [0.01, -0.01, -0.02], [-0.01, 0.04, 0.01], [0.00, 0.00, -0.01], [0.00, 0.02, 0.00], [0.01, 0.00, 0.02], [0.00, -0.01, 0.03], [0.00, -0.01, 0.02], [0.05, -0.03, -0.03], [0.04, 0.03, 0.04], [-0.01, -0.02, -0.04], [-0.07, 0.04, 0.02], [-0.01, 0.02, -0.01], [0.00, -0.02, 0.01], [0.09, -0.01, -0.01], [0.02, 0.00, -0.02], [-0.01, -0.03, -0.01], [0.03, -0.02, -0.01], [0.04, -0.01, 0.00], [-0.02, 0.00, -0.01], [-0.02, 0.03, 0.06], [-0.01, 0.03, 0.04], [0.02, 0.01, 0.00], [0.00, 0.01, -0.01], [0.04, 0.01, -0.03], [0.02, 0.01, -0.02], [0.00, -0.02, 0.00], [0.01, -0.04, -0.01], [0.01, -0.01, -0.01], [-0.01, 0.00, 0.02], [-0.02, -0.04, 0.01], [0.00, 0.03, 0.02], [0.00, -0.02, 0.04], [0.01, 0.04, 0.04], [0.01, 0.01, 0.02], [-0.02, -0.01, 0.00], [-0.03, 0.01, -0.01], [-0.02, 0.00, -0.01], [-0.02, 0.01, -0.02], [0.04, 0.01, 0.05], [-0.09, -0.15, -0.15], [0.04, -0.07, 0.04], [0.06, 0.35, 0.13], [-0.03, -0.10, 0.00], [-0.02, -0.19, 0.02], [0.13, -0.12, -0.11], [0.02, 0.06, 0.05], [-0.05, -0.05, 0.18], [-0.03, 0.01, -0.02], [-0.01, 0.00, -0.01], [0.01, 0.01, -0.02], [0.01, 0.02, 0.01], [0.00, 0.04, 0.00], [0.00, 0.00, 0.00], [-0.08, 0.04, -0.10], [0.01, 0.09, 0.00], [-0.04, -0.01, -0.03], [0.02, -0.01, 0.01], [-0.03, -0.01, 0.02], [-0.19, -0.13, -0.13], [0.04, -0.53, 0.97], [0.29, -0.08, -0.12], [-0.07, 0.37, -0.02], [-0.17, -0.16, -0.70], [-0.04, -0.03, 0.00], [0.02, 0.02, -0.02], [0.01, 0.02, -0.02], [0.03, 0.00, 0.02], [-0.01, 0.00, -0.03], [-0.02, 0.01, 0.00], [-0.01, 0.02, 0.02], [0.02, 0.00, -0.01], [-0.01, -0.01, -0.02], [0.13, -0.04, 0.05], [-0.18, 0.13, -0.01], [0.02, -0.12, 0.02], [-0.01, 0.01, -0.01], [-0.02, -0.01, -0.01], [-0.03, 0.01, -0.01], [0.04, 0.00, 0.00], [0.05, -0.02, 0.01], [0.01, 0.10, -0.10]],
  "e_homo_ev": [-6.82, -6.82],
  "e_above_lowest_kcal_mol": 6.2,
  "e_tot_ha": -2394.1655,
  "e_lumo_ev": [-1.33, -1.32],
  "orbital_gap_ha": [0.2020, 0.2021]
}